Entry 1:
{
  "formula": "C3H8FPS",
  "method": "ωB97M-V with the def2-TZVPD basis set",
  "e_tot_ev": -26079.049,
  "smiles": "[H]/P=C/CC.FS",
  "species": ["H", "P", "C", "C", "C", "H", "H", "H", "H", "H", "H", "F", "S", "H"],
  "xyz": [[-0.9533, 3.2057, 1.0088], [-0.6803, 2.6478, -0.3897], [-0.9950, 1.0653, 0.0932], [-0.8230, -0.1490, -0.6209], [-0.7862, -1.3271, 0.3787], [-1.4099, 0.8896, 1.1228], [0.1836, -0.2771, -1.2588], [-1.7031, -0.4100, -1.2569], [-0.0004, -1.1746, 1.1279], [-1.7177, -1.3263, 0.8445], [-0.6049, -2.1965, -0.0664], [4.0306, -1.2334, -0.4680], [2.7254, -0.4119, 0.1750], [2.7341, 0.6975, -0.6904]],
  "forces_ev_per_angstrom": [[0.1, -0.4, -1.8], [-0.2, -0.1, 2.0], [-0.5, 2.5, 1.8], [1.8, -3.8, -2.3], [1.0, 3.8, 1.1], [0.5, 0.4, -0.9], [-2.3, 0.8, 1.0], [0.7, 0.6, -0.1], [-0.2, 0.0, 0.0], [-1.6, -0.3, 1.1], [0.6, -3.7, -2.0], [-1.0, 0.8, 0.4], [0.9, 0.4, -1.2], [0.2, -1.2, 0.8]]
}

***

Entry 2:
{
  "formula": "C38H105N15O14",
  "method": "ωB97M-V with the def2-TZVPD basis set",
  "e_tot_ev": -92116.455,
  "smiles": "COC[C@H](C)N.COC[C@H](C)N.COC[C@H](C)N.COC[C@H](C)N.COCCNCCOC.COCCNCCOC.COCCNCCOC.NC(N)=O.NC(N)=O.NC(N)=O.NC(N)=O",
  "species": ["C", "O", "C", "C", "C", "N", "H", "H", "H", "H", "H", "H", "H", "H", "H", "H", "H", "C", "O", "C", "C", "C", "N", "H", "H", "H", "H", "H", "H", "H", "H", "H", "H", "H", "C", "O", "C", "C", "C", "N", "H", "H", "H", "H", "H", "H", "H", "H", "H", "H", "H", "C", "O", "C", "C", "C", "N", "H", "H", "H", "H", "H", "H", "H", "H", "H", "H", "H", "C", "O", "C", "C", "N", "C", "C", "O", "C", "H", "H", "H", "H", "H", "H", "H", "H", "H", "H", "H", "H", "H", "H", "H", "C", "O", "C", "C", "N", "C", "C", "O", "C", "H", "H", "H", "H", "H", "H", "H", "H", "H", "H", "H", "H", "H", "H", "H", "C", "O", "C", "C", "N", "C", "C", "O", "C", "H", "H", "H", "H", "H", "H", "H", "H", "H", "H", "H", "H", "H", "H", "H", "N", "C", "N", "O", "H", "H", "H", "H", "N", "C", "N", "O", "H", "H", "H", "H", "N", "C", "N", "O", "H", "H", "H", "H", "N", "C", "N", "O", "H", "H", "H", "H"],
  "xyz": [[-8.0924, -11.4412, -2.2177], [-7.8715, -10.3186, -3.0923], [-6.8788, -10.4583, -4.0763], [-5.4574, -10.5855, -3.5461], [-4.9859, -9.5234, -2.6002], [-4.3739, -10.7363, -4.5002], [-8.2267, -12.3339, -2.8286], [-8.8720, -11.3421, -1.4625], [-7.2405, -11.6399, -1.5673], [-7.0510, -11.3798, -4.6325], [-7.1172, -9.5504, -4.6304], [-5.4159, -11.4749, -2.9174], [-3.9421, -9.5596, -2.2883], [-5.5542, -9.6234, -1.6754], [-5.2438, -8.5588, -3.0374], [-3.5389, -10.5821, -3.9533], [-4.5601, -9.9547, -5.1122], [0.3260, -3.8015, 0.7791], [0.9765, -2.6927, 1.4247], [1.6250, -1.7505, 0.5520], [3.0476, -2.2543, 0.1405], [4.1172, -1.7827, 1.1710], [3.4067, -1.5647, -1.0987], [1.0632, -4.4821, 0.3532], [-0.3157, -3.5507, -0.0655], [-0.2019, -4.4009, 1.5209], [0.9349, -1.6110, -0.2801], [1.5804, -0.7231, 0.9133], [3.0586, -3.3326, -0.0183], [3.6694, -1.9858, 2.1438], [4.1733, -0.6942, 1.1849], [5.1161, -2.2082, 1.0748], [3.0459, -2.0319, -1.9183], [4.3986, -1.6905, -1.2422], [0.9582, 2.6501, -8.9427], [-0.1956, 3.1135, -8.2597], [-1.3010, 3.3073, -9.1150], [-2.2671, 4.4701, -8.5640], [-3.5504, 4.6502, -9.4564], [-1.5512, 5.7220, -8.6028], [0.7507, 1.7220, -9.4754], [1.6928, 2.3086, -8.2134], [1.4114, 3.4183, -9.5693], [-0.8831, 3.5998, -10.0783], [-1.8490, 2.3979, -9.3616], [-2.6833, 4.3736, -7.5612], [-4.1061, 3.7328, -9.6505], [-3.1089, 5.0153, -10.3837], [-4.2722, 5.3767, -9.0831], [-1.3741, 6.0074, -9.5553], [-0.6385, 5.6141, -8.1840], [3.6378, 7.7426, -6.1688], [2.7752, 7.3754, -5.1127], [3.4025, 6.8706, -3.9088], [2.2717, 6.3238, -2.9581], [2.7972, 6.1461, -1.5217], [1.7267, 5.0447, -3.3606], [4.3728, 8.4072, -5.7146], [3.0997, 8.4371, -6.8140], [4.0662, 6.9269, -6.7512], [4.2004, 6.1431, -4.0580], [3.8659, 7.7466, -3.4551], [1.4860, 7.0775, -3.0087], [3.3718, 7.0591, -1.3660], [3.4166, 5.2562, -1.4096], [2.0887, 6.1910, -0.6947], [1.5486, 5.0996, -4.3532], [2.4337, 4.3252, -3.4102], [-11.3534, -6.0268, 5.0513], [-9.9833, -5.6720, 5.0334], [-9.4257, -5.1687, 3.7961], [-8.0161, -4.5876, 4.1534], [-8.2112, -3.2156, 4.6143], [-6.9676, -2.5961, 5.0350], [-7.2663, -1.3268, 5.8336], [-7.8310, -1.7161, 7.1117], [-7.5713, -0.8505, 8.1839], [-11.9952, -5.2661, 4.6070], [-11.7145, -6.1484, 6.0726], [-11.6369, -6.9602, 4.5649], [-10.0496, -4.3782, 3.3790], [-9.3864, -5.9695, 3.0577], [-7.4132, -4.6737, 3.2495], [-7.4944, -5.2428, 4.8510], [-8.8874, -3.2567, 5.3634], [-6.3799, -2.3397, 4.1535], [-6.4273, -3.2397, 5.7291], [-7.8987, -0.5900, 5.3384], [-6.3182, -0.8102, 5.9832], [-8.2578, -0.8162, 9.0298], [-7.5375, 0.1713, 7.8060], [-6.6335, -1.1548, 8.6488], [8.2533, 12.3400, 2.8932], [8.7411, 11.1460, 2.3748], [9.4844, 11.2796, 1.1775], [9.5319, 9.8857, 0.4303], [10.4790, 8.9447, 1.0080], [10.5026, 7.5842, 0.5338], [9.6495, 6.6170, 1.3457], [10.1377, 6.5589, 2.6982], [9.3114, 5.9508, 3.6751], [7.7550, 13.0246, 2.2068], [9.1398, 12.8681, 3.2445], [7.5575, 12.2439, 3.7267], [10.4792, 11.6014, 1.4856], [9.1395, 12.0726, 0.5141], [9.9297, 10.1820, -0.5403], [8.5096, 9.5205, 0.3328], [10.3169, 8.9980, 2.0035], [11.5488, 7.3203, 0.6888], [10.3499, 7.5335, -0.5442], [9.5082, 5.6785, 0.8098], [8.6496, 7.0503, 1.3657], [9.7684, 6.1081, 4.6521], [9.0823, 4.8986, 3.5063], [8.4144, 6.5129, 3.9351], [5.3769, -4.1999, 8.9211], [5.0810, -2.9751, 9.5112], [3.7403, -2.6495, 9.3908], [3.5123, -1.2864, 10.1051], [2.2214, -0.6866, 10.2303], [1.6100, -0.4002, 8.9530], [2.3313, 0.5822, 8.0140], [2.2050, 1.9052, 8.4724], [2.7173, 2.9508, 7.7718], [4.6457, -5.0043, 9.0015], [6.3326, -4.3813, 9.4127], [5.4174, -4.0918, 7.8372], [3.0996, -3.4122, 9.8333], [3.4774, -2.4813, 8.3464], [4.2527, -0.6016, 9.6918], [3.8384, -1.4213, 11.1363], [2.2141, 0.0844, 10.8828], [0.5675, -0.1290, 9.1193], [1.4676, -1.3055, 8.3629], [1.8433, 0.5011, 7.0427], [3.3669, 0.2913, 7.8381], [3.7844, 2.8686, 7.5651], [2.4907, 3.9178, 8.2209], [2.2254, 2.9616, 6.7992], [-4.8120, 4.7921, -1.5097], [-5.0028, 4.5755, -0.2826], [-3.8529, 4.6819, 0.2919], [-6.0798, 4.2523, 0.2262], [-5.5814, 4.8525, -2.1612], [-3.8835, 4.8130, -1.9067], [-3.9073, 4.5139, 1.2864], [-3.0008, 4.6625, -0.2501], [4.9391, -8.9213, -5.2440], [4.0329, -9.7818, -4.8984], [4.5455, -10.9682, -4.9806], [2.8710, -9.5031, -4.5629], [4.7910, -7.9274, -5.3466], [5.8014, -9.2926, -5.6164], [3.9268, -11.7062, -4.6762], [5.5191, -11.2259, -5.0567], [-0.9646, -2.4527, -5.6869], [-0.1823, -3.4910, -5.8948], [-0.8842, -4.5987, -5.7463], [1.0077, -3.4608, -6.1385], [-1.9460, -2.5500, -5.4692], [-0.5149, -1.5485, -5.7051], [-0.2742, -5.3673, -5.5072], [-1.8559, -4.5029, -5.4878], [-7.3902, -0.1237, -4.8485], [-6.9770, -1.0542, -4.0153], [-6.9862, -0.6839, -2.7476], [-6.7208, -2.1764, -4.3229], [-7.6298, -0.4729, -5.7654], [-7.8440, 0.7094, -4.5019], [-6.7912, 0.2442, -2.4002], [-6.9488, -1.4412, -2.0804]],
  "forces_ev_per_angstrom": [[1.2, -0.1, -0.4], [-0.9, -0.4, 2.0], [0.0, -0.2, 0.2], [1.4, -0.7, 2.0], [-1.7, 1.2, 1.2], [-1.3, -0.5, -1.4], [-0.3, -0.2, 0.0], [-0.6, 0.7, -0.8], [0.6, 0.1, -0.2], [-0.2, 0.0, -0.6], [0.8, -0.1, -0.7], [-0.4, -0.6, -0.2], [0.0, -0.2, -0.4], [-0.2, 0.4, 0.2], [0.4, 0.4, 0.2], [0.2, 0.1, -0.6], [1.0, 0.2, -0.6], [1.1, 0.1, 0.0], [-0.4, 0.2, 0.2], [-0.5, -1.5, -0.6], [0.3, 1.8, 0.0], [-1.6, -0.3, 0.5], [0.3, -0.1, -0.7], [0.3, -0.1, -0.1], [-0.3, 0.5, 0.2], [-0.1, 0.5, 0.1], [0.4, -0.5, -0.9], [0.6, -0.2, 1.0], [-0.2, -0.2, 0.5], [0.5, -0.5, 0.3], [0.1, 0.1, -0.5], [-0.2, -0.2, -0.1], [-0.6, -0.1, -0.1], [0.4, 0.3, 0.2], [-0.1, -0.7, 0.7], [0.0, 0.0, 0.3], [-1.0, 0.9, 0.3], [-0.5, -0.5, -1.2], [1.4, -0.4, -0.1], [0.2, 0.6, 0.3], [-0.2, 0.1, -0.6], [0.0, 0.5, 0.3], [-0.1, 0.0, -0.2], [-0.3, 0.6, -0.3], [-0.1, -0.5, 0.6], [0.7, -0.8, 0.3], [0.3, -0.2, 0.0], [-0.6, 0.1, -0.5], [0.4, 0.1, 0.2], [-0.1, 0.0, -0.2], [0.1, 0.0, 0.3], [-0.1, 1.2, 0.9], [-0.3, -1.5, 0.3], [-1.0, 0.9, 0.2], [1.1, -0.4, 0.2], [0.3, 1.5, -0.3], [-0.4, -0.3, -1.3], [0.8, -0.3, -0.2], [-0.4, -0.4, -0.2], [0.1, -0.1, 0.2], [-0.1, -0.3, -0.4], [0.2, 0.1, 0.4], [-0.1, -0.1, 0.1], [0.6, -0.2, 0.4], [0.1, 0.1, -0.1], [-0.5, -0.4, -0.5], [-0.8, 0.3, -0.4], [0.5, -0.1, 0.8], [-0.4, 0.3, -0.1], [-0.1, 0.0, -0.2], [0.5, -0.4, 1.2], [-1.6, -0.4, -0.9], [0.4, -0.7, -0.7], [-1.3, 0.8, 0.7], [0.5, -0.1, 0.9], [-0.7, -0.5, -0.7], [0.9, 0.6, -0.1], [0.1, 0.4, -0.2], [0.5, 0.2, 0.2], [0.6, -0.3, -0.4], [-0.1, 0.2, 0.1], [0.2, -0.2, 0.0], [0.1, 0.6, -0.2], [-0.2, -0.1, 0.5], [0.1, 0.2, 0.3], [0.2, -0.1, 0.0], [0.5, -0.2, -0.1], [-0.4, -0.3, -0.2], [0.3, 0.0, 0.3], [-0.8, -0.7, -0.5], [0.3, 0.2, 0.2], [0.4, 0.4, -0.1], [0.9, 1.2, 0.5], [-1.4, -0.9, -0.6], [0.5, -1.4, 0.3], [0.6, 1.7, 0.0], [-0.7, 1.6, 0.6], [1.2, -0.2, 0.9], [-1.0, 0.9, 0.1], [0.0, -0.4, -0.7], [0.0, 0.8, 0.6], [-0.1, -0.3, -0.7], [0.0, 0.6, 0.4], [0.2, -0.7, 0.0], [0.5, -0.2, -0.3], [-0.6, -0.1, -0.1], [-0.3, -0.3, -0.4], [-0.2, -0.1, -0.1], [0.3, -0.5, 0.3], [0.1, -0.6, -0.2], [-0.4, 0.0, 0.1], [0.5, -0.6, 0.4], [-0.4, 0.1, 0.2], [0.9, -0.6, -0.2], [0.1, 0.0, -0.1], [-0.7, 0.1, -1.1], [0.8, 0.1, -0.4], [-0.6, 0.4, 0.6], [-1.5, 1.8, 0.3], [1.7, -0.2, 1.4], [-0.8, -1.0, -1.0], [-0.3, 0.5, -0.3], [-0.6, 0.2, -0.4], [-0.7, -1.0, 2.6], [0.2, 0.4, -1.9], [-0.2, 0.0, 1.0], [0.1, -1.0, -0.7], [0.7, 0.2, -0.3], [-0.2, -0.2, -0.1], [-0.1, -0.4, -0.4], [0.3, 0.1, -0.4], [0.3, -0.2, 0.1], [0.1, 0.0, -0.3], [0.1, 0.7, 0.0], [0.4, -0.4, 0.1], [-0.2, 0.0, -0.4], [0.3, 0.1, 0.2], [0.3, 0.0, 0.2], [0.0, -0.3, 0.5], [0.0, 0.3, -0.5], [-0.6, 1.2, -8.2], [-3.4, -1.7, 2.4], [3.3, 0.0, 4.6], [0.4, 0.6, 0.3], [0.2, -0.2, 0.2], [-0.5, 0.2, 0.0], [0.9, -0.1, -0.1], [-0.1, 0.1, 0.8], [3.1, 3.8, -1.3], [-3.5, 1.9, 1.0], [-0.1, -5.7, 0.5], [1.0, -0.5, -0.3], [-0.3, -0.4, 0.1], [-0.2, 0.5, 0.0], [0.2, 0.0, -0.1], [-0.3, 0.4, 0.0], [-0.7, 3.5, 0.1], [1.0, 0.0, 0.0], [-0.4, -2.8, -0.1], [0.6, 0.3, -0.1], [0.4, 0.4, 0.0], [-0.5, -0.1, -0.1], [-0.8, -0.5, -0.1], [0.5, -0.8, 0.2], [-0.6, 2.0, -2.5], [-0.4, -0.2, 0.6], [0.2, 0.7, 3.6], [0.6, -2.7, -1.2], [0.1, 0.4, 0.1], [0.0, -0.3, -0.2], [-0.2, -0.2, -0.2], [0.3, 0.3, -0.1]]
}